Record 1
56
Properties=species:S:1:pos:R:3:forces:R:3 method="wB97M-V/def2-TZVPD" homo_lumo_gap_ev="6.4142 / 5.9266" e_above_lowest_kcal_mol=110.47 fmax_ev_per_a=4.4 energy_ha=-3072.6951 lumo_ev="-0.147 / -0.145" total_charge=0
C 2.680149 0.086499 2.655830 0.0 0.0 0.5
O 0.043418 -1.072730 -2.016730 0.7 -0.4 1.1
C 2.444941 5.106964 -1.407131 0.1 0.4 0.5
H 2.771654 0.981391 3.295224 -0.1 -0.6 0.0
H -2.229107 6.097346 -2.142247 0.3 -0.2 -0.1
H -0.266735 6.123126 -4.073635 0.4 0.0 0.3
C -0.538205 2.686139 -0.436567 0.4 -1.4 0.4
H 2.811968 3.840532 -3.947728 0.0 -0.1 -0.2
Cl 1.559288 -3.143319 0.879339 0.1 0.1 -0.5
C 0.353798 2.939727 -2.886287 1.0 -0.4 1.9
H -0.260709 4.368748 0.889206 0.1 -0.1 0.0
H 4.768555 2.540971 2.398321 0.0 0.1 -0.3
C -0.541434 5.153153 -1.080624 0.2 0.0 -1.1
H 3.507209 3.219912 -1.700499 0.0 0.2 0.3
Cl 3.196717 -2.241719 -1.390259 -0.4 -0.4 0.1
H 1.660915 -0.334462 2.670973 0.5 0.2 0.1
H -2.365351 3.108799 -2.266151 0.2 0.2 -0.5
C 0.385450 6.322792 -3.208663 0.1 1.1 -0.1
H -1.573809 2.335602 -0.561105 -0.1 0.3 0.3
C 4.797278 3.024716 1.407148 0.1 0.1 0.0
H 5.196552 4.045720 1.527670 -0.1 -0.4 -0.1
H 2.516203 5.557613 -4.218976 -0.1 -0.3 0.0
H 5.461282 2.451481 0.735821 -0.2 0.3 0.3
H -2.718402 4.917153 -0.943526 0.5 0.1 -0.3
H 3.427665 -0.685449 2.924355 -0.5 0.4 0.1
H 1.628911 5.104097 1.267478 0.3 -0.5 0.1
C 2.448016 4.547336 1.739184 0.4 0.4 0.5
C 3.401475 3.998997 -0.921810 0.4 -0.1 -0.2
C 0.247811 2.091341 -1.634314 -0.6 -0.5 0.1
H 2.084664 4.163762 2.700846 0.1 0.0 -0.2
H 3.011010 5.756052 -2.101290 -0.2 -0.3 0.4
C 1.509917 -2.633952 -0.838654 -0.2 0.7 0.1
P 3.079886 3.138907 0.712566 -0.2 3.3 0.0
H 4.399756 4.469122 -0.822605 -0.3 -0.3 0.1
H -0.243647 6.143033 -0.708462 -0.1 -0.3 0.0
P 0.986183 4.647248 -2.440145 -0.8 3.7 -2.1
H -0.603917 3.925038 -4.499997 -0.2 0.1 0.1
H 1.262126 1.856691 -1.275776 -0.1 0.1 -0.3
H 1.410664 4.367799 -4.916086 0.1 0.0 0.3
H -2.714613 4.283812 -3.545095 0.0 -0.2 0.1
H -0.137075 2.169113 0.467559 -0.6 0.0 -0.6
H -0.169579 6.997306 -2.540514 0.1 -0.4 -0.1
H 1.235782 6.911396 -3.579091 -0.1 -0.2 0.1
Cl 0.829332 -3.921874 -1.837056 0.2 0.3 0.3
C -0.671863 3.783467 -3.425213 -1.6 -1.5 -1.7
H 2.099839 5.754983 -0.589779 0.2 -0.2 -0.1
C 0.713474 -1.226658 -1.002997 0.1 0.6 0.1
H 1.055820 2.466988 -3.577428 -0.3 0.3 -0.1
C -1.985032 4.012110 -2.773326 -0.8 -0.1 -0.1
H 3.267023 5.275990 1.959210 -0.5 -0.6 -0.2
C -0.376581 4.120049 -0.165290 0.4 -0.9 2.9
O 0.940359 -0.392198 -0.035227 0.5 -0.7 -0.8
H -0.181944 1.107713 -1.904325 0.2 0.5 0.2
Pb 3.134705 0.619827 0.562474 -0.6 -2.7 -1.2
C 2.020104 4.595246 -4.031673 1.1 -0.4 -0.3
C -1.947198 5.124598 -1.716051 0.2 0.5 0.1



Record 2
56
Properties=species:S:1:pos:R:3:forces:R:3 method="wB97M-V/def2-TZVPD" homo_lumo_gap_ev="3.2797 / 3.2776" e_above_lowest_kcal_mol=80.85 fmax_ev_per_a=4.2 energy_ha=-2001.3013 lumo_ev="-1.623 / -1.626" total_charge=0
H -2.730573 0.302204 -4.934052 0.4 -0.1 0.3
H 3.210108 2.544789 -0.617200 -0.3 0.2 0.2
H -1.014905 0.569791 -4.629494 -0.3 -0.4 0.3
C -0.734557 2.491174 4.363817 0.2 1.6 0.7
C -1.877881 -1.274499 -3.782259 3.1 -1.0 -2.4
H -0.702177 -3.044701 -3.440707 -0.3 0.3 0.3
P 1.812358 -2.437351 1.565524 -0.7 0.7 -0.1
H -2.582554 -1.889551 -4.355791 0.1 -0.1 0.7
H 0.229664 2.187013 2.404159 0.0 0.0 -0.4
F -2.394203 0.878926 4.777443 1.0 0.5 0.6
H 0.676330 -4.563683 1.500872 -0.3 0.1 -0.2
H 2.111152 0.635775 2.055066 0.2 -0.2 -0.1
P 1.087047 1.723491 0.158605 0.2 -1.4 0.2
Hg -2.216816 -1.573600 -1.646777 -1.5 -0.6 3.9
H 0.585968 0.694037 -3.483565 0.1 -0.2 0.1
H -1.955227 -1.046689 1.317302 0.3 0.0 -0.1
H -0.170538 1.812643 -1.599012 -0.8 -1.0 -0.6
C -0.072879 2.402867 1.364880 -0.2 0.4 0.3
H 0.584170 -1.042683 -0.032674 0.2 0.1 0.3
C -1.945235 0.202750 -4.161811 -0.5 0.2 -0.1
H -1.077528 1.986864 1.205008 0.3 0.1 0.1
C -2.350347 1.111198 -2.965252 -0.5 -0.4 0.2
C 0.446038 -3.581019 1.062887 0.2 -0.5 0.3
H 0.383880 -3.687656 -0.029327 -0.1 0.1 0.2
H -0.517892 -3.239348 1.458041 0.3 -0.1 -0.1
C 1.029168 -0.892944 0.964998 1.8 -0.8 -1.2
H 1.890028 3.726509 -0.861592 0.2 -0.1 0.2
C -1.293815 -0.834165 2.169793 -0.9 0.4 0.8
H 1.629582 0.336919 -2.137127 -0.3 -0.1 -0.1
C 0.619751 0.118892 -2.540542 0.7 -0.1 -0.5
C 1.917374 0.321107 1.016730 -0.2 0.7 0.2
H 1.281581 -1.517436 -3.759568 -0.5 -0.2 0.1
C -0.377036 0.700213 -1.588353 1.0 1.8 -0.2
H 2.887191 0.172696 0.505897 0.0 0.0 0.2
C 0.606386 -1.382419 -2.894508 -0.1 0.3 0.9
H -0.172928 -0.693923 1.758599 -0.7 -0.3 0.1
C 2.319869 2.998300 -0.157967 0.5 0.6 0.5
H -2.333851 0.945246 -0.763440 0.2 0.2 -0.3
H -1.602647 0.088883 2.673912 -0.1 -0.2 0.0
H 2.592024 3.503151 0.776889 0.3 0.2 -0.2
H 3.627281 -3.659451 0.566822 0.0 0.2 -0.3
H -1.973008 2.136906 -3.131733 0.0 -0.4 0.1
H -1.290970 -1.659065 2.892069 0.0 0.1 -0.1
F 0.425183 3.038735 4.792704 -0.9 -0.7 -0.4
F -1.460314 1.843674 6.518946 0.1 -0.3 -0.6
C -1.232052 1.381225 5.269176 -0.2 -0.9 0.0
H -0.129679 3.493131 1.240102 0.0 -0.2 0.1
C -0.757763 -1.973884 -3.204510 -0.2 0.2 -4.1
C -1.818666 0.522416 -1.637905 -1.3 1.6 0.3
F -1.643389 3.469232 4.182731 0.7 -1.0 0.0
H 3.649397 -1.968376 -0.002422 -0.1 -0.2 0.0
H -3.447407 1.176948 -2.938455 0.2 0.0 0.1
H 1.087939 -1.964178 -2.083975 -0.4 0.2 -0.2
C 3.002997 -2.831935 0.199219 0.1 -0.3 0.1
F -0.305586 0.390666 5.337294 -0.9 0.9 0.0
H 2.489977 -3.149833 -0.719469 0.2 0.1 0.1



Record 3
56
Properties=species:S:1:pos:R:3:forces:R:3 method="wB97M-V/def2-TZVPD" homo_lumo_gap_ev="7.4503 / 4.5117" e_above_lowest_kcal_mol=63.93 fmax_ev_per_a=9.3 spin_multiplicity=6 s_squared=8.78 energy_ha=-1951.7057 lumo_ev="-6.160 / -10.437" total_charge=+2
H 2.022220 -3.618937 0.425554 -0.1 0.2 0.2
F -2.808966 4.491698 -0.475412 0.9 -0.9 0.9
P 1.161866 -1.243982 0.696700 1.7 -6.4 1.6
C 1.107696 -3.213914 0.885915 -0.4 0.0 -0.5
C -1.150193 -2.186526 2.825145 0.0 1.0 -0.5
F -2.586155 2.450220 0.358228 0.8 1.0 -0.2
H 3.058366 -0.380619 1.900027 0.4 -0.1 0.4
C 2.040857 -1.161619 -0.908106 -0.4 0.7 -0.1
C -1.011312 -0.105296 1.341995 -0.4 0.3 1.2
C -0.366278 -1.135885 2.411576 -0.9 2.3 -1.3
H 3.721125 2.508346 -1.724846 -0.1 0.3 0.0
H 1.115759 -3.429281 1.966133 0.1 0.1 -0.5
H 3.303614 -2.089208 1.412585 0.0 0.2 0.0
H -2.981446 -1.285346 2.158373 0.3 -0.2 0.3
H -0.804983 -2.815218 3.642507 -0.1 0.0 -0.1
C 2.769368 2.758693 -2.195977 -0.7 0.4 0.0
F -0.489880 5.324868 0.432956 0.0 -2.3 -0.2
H -2.653809 -0.757394 0.217596 0.4 0.0 -0.7
C 2.620974 0.250000 -0.900030 0.0 0.2 -0.6
H -1.835537 0.422829 1.846396 0.1 -0.1 -0.1
C -1.569737 -0.725558 0.015908 -0.4 0.5 1.0
H -3.829510 -2.794555 0.640414 0.3 -0.3 0.2
C -1.116269 -2.086874 -0.413820 -1.1 -0.6 -0.9
H 0.407211 -0.707149 3.077564 -0.4 -0.5 -0.5
H -1.399279 -0.047185 -0.834500 -0.1 0.1 0.3
C -2.558774 -2.283463 2.328583 -0.5 -0.9 0.0
H -3.151052 -2.752207 3.135562 0.2 0.3 -0.4
H 0.952538 -0.384364 -3.200167 0.0 0.2 -0.3
H -0.351206 3.034948 -3.191075 -0.7 0.5 0.3
H 2.746612 0.631572 0.129296 0.2 -0.1 -0.5
H 2.831510 2.761026 -3.295414 0.1 0.3 0.4
H -1.833557 -4.062264 -0.711473 0.5 0.1 0.6
H -1.061514 4.349881 -2.125780 -0.1 0.2 -0.3
H 1.340401 -1.378987 -1.730087 0.6 0.1 0.3
H 2.382512 3.732973 -1.840426 0.7 0.1 -0.3
C -2.857032 -3.147326 1.037531 -0.1 -0.6 0.3
H -1.781888 2.701911 -2.134838 0.0 0.1 -0.1
H -2.985478 -4.193256 1.382051 -0.1 0.6 -0.3
F -2.859651 4.153072 1.669668 1.0 -0.2 -0.9
C -0.726601 3.986439 0.620017 0.2 2.6 3.9
C -2.258819 3.767314 0.526450 -2.9 0.1 0.2
H -0.311942 0.720261 1.074237 0.1 -0.4 0.4
H 0.388962 1.170313 -3.855079 0.1 -0.2 -0.2
C -1.846313 -3.166764 -0.080500 -0.2 0.9 -0.4
H 2.259745 -1.709222 2.800971 0.2 0.2 -0.2
C -0.859074 3.287519 -2.238705 0.1 -0.1 -1.8
Ir 0.344728 2.699323 -0.722464 -4.1 4.0 3.0
H -0.350182 -2.153845 -1.203292 -0.8 -0.1 0.2
C 1.214525 0.663901 -3.351329 -0.8 0.2 0.4
H 2.813481 -1.940534 -0.893853 -0.2 0.1 0.1
C 2.600130 -1.363447 1.823991 0.2 1.3 0.2
H 0.239659 -3.733237 0.427817 1.0 0.6 0.5
H 2.125730 0.756059 -3.947718 -0.1 -0.1 0.1
P 1.528397 1.477663 -1.743960 6.4 -5.7 -3.6
H 3.600010 0.275240 -1.386970 -0.1 0.0 0.0
F -0.301560 3.677395 1.894073 -0.7 0.3 -1.6